{
  "formula": "C43H41BrMnN10O2",
  "method": "the ωB97M-V functional and the def2-TZVPD basis",
  "de_lowest_kj_mol": 0.0,
  "lumo_energy_ev": [-7.432, -10.161],
  "s_squared": 6.06,
  "total_charge": 3,
  "spin_multiplicity": 5,
  "gap_ev": [7.3, 4.3],
  "symbols": ["Mn", "C", "O", "C", "C", "C", "C", "C", "C", "C", "N", "C", "C", "N", "C", "C", "C", "C", "N", "C", "C", "N", "C", "C", "C", "C", "H", "H", "H", "H", "H", "H", "H", "H", "H", "H", "H", "H", "H", "H", "Br", "C", "C", "C", "C", "C", "C", "N", "C", "C", "C", "C", "C", "C", "N", "H", "H", "H", "H", "H", "H", "H", "H", "H", "N", "C", "C", "C", "C", "C", "N", "H", "H", "H", "H", "H", "H", "C", "N", "C", "C", "C", "N", "C", "C", "O", "H", "H", "H", "H", "H", "H", "H", "H", "H", "H", "H", "H"],
  "coordinates": [[0.021991, -2.091088, 0.304139], [-5.307927, 10.343141, -1.904763], [-5.214113, 9.636120, -0.642330], [-4.685864, 8.455055, -0.577156], [-4.164373, 7.743735, -1.688155], [-3.633695, 6.506633, -1.492554], [-3.595043, 5.918020, -0.199496], [-4.120041, 6.640315, 0.904539], [-4.651840, 7.874956, 0.727483], [-3.025746, 4.617284, -0.066448], [-2.497004, 3.922775, -1.072058], [-2.079512, 2.764809, -0.534085], [-2.348838, 2.721836, 0.835569], [-2.947503, 3.908850, 1.116204], [-2.022653, 1.599107, 1.658266], [-2.280985, 1.479616, 3.031950], [-1.921688, 0.327366, 3.685294], [-1.318507, -0.699533, 2.958855], [-1.062898, -0.611629, 1.662096], [-1.394182, 0.521421, 1.010031], [-1.072038, 0.569754, -0.409889], [-0.425006, -0.498606, -0.926470], [-0.170006, -0.521671, -2.227932], [-0.511147, 0.527814, -3.081278], [-1.134336, 1.636123, -2.564777], [-1.426168, 1.667204, -1.195459], [-5.769950, 11.292612, -1.666138], [-5.935137, 9.785275, -2.597320], [-4.313131, 10.503896, -2.315711], [-4.187607, 8.174450, -2.678542], [-3.231677, 5.946959, -2.326092], [-4.103849, 6.225902, 1.904178], [-5.057837, 8.449217, 1.549512], [-3.294543, 4.213887, 2.009855], [-2.761667, 2.282364, 3.578141], [-2.106664, 0.201751, 4.743135], [-1.039108, -1.625087, 3.449153], [0.341139, -1.403117, -2.594057], [-0.274442, 0.455928, -4.133846], [-1.407664, 2.477296, -3.188823], [5.801465, 2.896006, 0.721351], [4.555091, 1.531954, 1.052769], [3.244522, 1.675656, 0.623396], [2.339222, 0.652257, 0.844147], [2.723625, -0.507173, 1.505220], [4.043118, -0.640411, 1.934090], [4.954970, 0.376601, 1.711544], [1.748176, -1.527782, 1.682076], [1.881934, -2.387967, 2.608004], [0.914385, -3.486220, 2.724081], [0.955361, -4.374758, 3.781297], [0.006150, -5.387794, 3.849078], [-0.949428, -5.471704, 2.852483], [-0.920672, -4.548714, 1.818115], [-0.009568, -3.575050, 1.744593], [2.940125, 2.579844, 0.113381], [1.319788, 0.753944, 0.502707], [4.390551, -1.547558, 2.412999], [5.980652, 0.270469, 2.038953], [2.686141, -2.351950, 3.341897], [1.718840, -4.272981, 4.541974], [0.016458, -6.096292, 4.667007], [-1.707738, -6.242222, 2.861584], [-1.640393, -4.596371, 1.013047], [-3.061377, -1.964998, -0.606852], [-2.412403, -2.924848, -1.348694], [-3.055334, -3.546117, -2.427124], [-2.396857, -4.525246, -3.126938], [-1.101457, -4.885847, -2.744643], [-0.525870, -4.215782, -1.700329], [-1.147592, -3.224242, -1.014424], [-4.060044, -1.910551, -0.731567], [-2.769286, -1.850139, 0.350254], [-4.068781, -3.260581, -2.677585], [-2.884118, -5.021654, -3.956138], [-0.557771, -5.667435, -3.255146], [0.484194, -4.431215, -1.389692], [3.188041, -0.652117, -2.337428], [3.816891, -1.758823, -1.637009], [5.232377, -2.006714, -1.926364], [5.890465, -2.652232, -0.729457], [5.132711, -3.911419, -0.378093], [3.689724, -3.654893, -0.292565], [2.931652, -4.750156, 0.287158], [3.070306, -2.628959, -0.931394], [1.814914, -2.488962, -0.868983], [3.866188, 0.200057, -2.327666], [2.272712, -0.368323, -1.829853], [2.967146, -0.910278, -3.377139], [5.693512, -1.048121, -2.156833], [5.325900, -2.640050, -2.813855], [5.874217, -1.954686, 0.109329], [6.929478, -2.893644, -0.947524], [5.454651, -4.303158, 0.587891], [5.313047, -4.694499, -1.121203], [3.286235, -4.949866, 1.300855], [3.066600, -5.662508, -0.299733], [1.878443, -4.504514, 0.327910]],
  "forces_ev_per_angstrom": [[0.4, -0.4, 0.2], [0.0, 0.1, -0.1], [0.0, 0.0, 0.0], [0.0, 0.0, 0.0], [0.1, -0.1, -0.1], [0.0, 0.1, -0.1], [0.1, -0.1, 0.1], [0.0, 0.0, 0.1], [0.0, 0.0, 0.1], [-0.1, 0.1, 0.1], [0.0, -0.1, 0.0], [0.0, 0.1, 0.0], [-0.1, 0.2, 0.0], [0.0, -0.1, 0.0], [0.1, -0.2, 0.1], [0.0, 0.1, -0.1], [0.0, -0.1, 0.1], [0.0, 0.0, 0.0], [-0.2, 0.2, 0.0], [0.0, 0.0, 0.1], [0.0, 0.0, -0.2], [0.0, 0.3, -0.1], [0.0, 0.0, 0.1], [0.0, 0.0, -0.1], [0.0, 0.1, 0.0], [0.0, -0.1, -0.1], [0.0, 0.0, 0.0], [0.0, 0.0, 0.0], [0.0, 0.0, 0.0], [0.0, 0.0, 0.0], [0.0, 0.0, 0.0], [0.0, 0.0, 0.0], [0.0, 0.0, 0.0], [0.0, 0.0, 0.0], [0.0, 0.0, 0.0], [0.0, 0.0, 0.0], [0.0, 0.0, 0.0], [0.0, 0.0, 0.0], [0.0, 0.0, 0.0], [0.0, 0.0, 0.0], [0.0, 0.0, 0.0], [0.0, 0.0, 0.0], [0.0, 0.0, 0.0], [0.0, 0.0, 0.0], [0.0, 0.0, 0.1], [0.0, 0.0, 0.0], [0.0, 0.0, 0.0], [-0.1, 0.2, -0.1], [0.0, 0.0, 0.1], [-0.1, 0.0, 0.0], [0.0, 0.0, 0.1], [0.0, 0.0, 0.0], [0.0, 0.0, 0.0], [0.1, 0.0, 0.0], [-0.1, 0.0, 0.0], [0.0, 0.0, 0.0], [0.0, 0.0, 0.0], [0.0, 0.0, 0.0], [0.0, 0.0, 0.0], [0.0, 0.0, 0.0], [0.0, 0.0, 0.0], [0.0, 0.0, 0.0], [0.0, 0.0, 0.0], [0.0, 0.0, 0.0], [-0.1, 0.1, -0.1], [0.0, -0.2, 0.0], [-0.1, 0.0, 0.0], [0.0, 0.0, 0.0], [0.0, 0.0, -0.1], [-0.1, 0.1, 0.0], [-0.1, 0.0, -0.1], [0.0, 0.0, 0.0], [0.0, 0.0, 0.0], [0.0, 0.0, 0.0], [0.0, 0.0, 0.0], [0.0, 0.0, 0.0], [0.1, 0.0, 0.0], [0.0, 0.0, 0.0], [0.1, 0.1, 0.0], [-0.1, 0.0, 0.0], [0.0, 0.0, 0.0], [-0.1, 0.0, 0.0], [0.1, 0.1, 0.1], [0.0, 0.0, 0.0], [-0.2, -0.2, 0.0], [0.2, -0.1, -0.2], [0.0, 0.0, 0.0], [0.1, 0.0, 0.0], [0.0, 0.0, 0.0], [0.0, 0.0, 0.0], [0.0, 0.0, 0.0], [0.0, 0.0, 0.0], [0.0, 0.0, 0.0], [0.0, 0.0, 0.0], [0.0, 0.0, 0.0], [0.0, 0.0, 0.0], [0.0, 0.0, 0.0], [0.0, 0.0, 0.0]]
}

{
  "formula": "C43H41F17N2O38S",
  "method": "the ωB97M-V functional and the def2-TZVPD basis",
  "lumo_energy_ev": -1.850,
  "spin_multiplicity": 1,
  "gap_ev": 8.7,
  "symbols": ["C", "C", "C", "N", "C", "C", "N", "S", "O", "O", "C", "F", "F", "C", "F", "F", "F", "H", "H", "H", "H", "H", "C", "C", "O", "C", "O", "O", "F", "H", "H", "H", "C", "C", "O", "C", "O", "O", "F", "H", "H", "H", "C", "C", "O", "C", "O", "O", "F", "H", "H", "H", "C", "C", "O", "C", "O", "O", "F", "H", "H", "H", "C", "C", "O", "C", "O", "O", "F", "H", "H", "H", "C", "C", "O", "C", "O", "O", "F", "H", "H", "H", "C", "C", "O", "C", "O", "O", "F", "H", "H", "H", "C", "C", "O", "C", "O", "O", "F", "H", "H", "H", "C", "C", "O", "C", "O", "O", "F", "H", "H", "H", "C", "C", "O", "C", "O", "O", "F", "H", "H", "H", "C", "C", "O", "C", "O", "O", "F", "H", "H", "H", "C", "C", "O", "C", "O", "O", "F", "H", "H", "H"],
  "coordinates": [[4.768334, 2.461665, -7.921129], [6.390091, 2.404784, -7.690148], [6.979970, 3.843876, -8.308306], [7.399057, 4.977979, -8.829768], [6.831727, 2.444861, -6.077939], [5.592451, 2.816490, -5.071677], [4.658642, 2.944680, -4.177272], [7.287970, 1.049685, -8.612437], [7.380501, 1.517673, -10.109904], [8.772920, 1.055154, -8.082541], [6.489817, -0.637426, -8.566420], [6.790285, -1.278733, -9.901810], [5.014643, -0.647510, -8.443723], [7.079205, -1.668649, -7.437014], [8.034986, -2.600910, -8.117594], [7.671539, -1.027431, -6.242130], [5.924770, -2.511443, -6.953524], [4.138578, 1.774520, -7.209589], [4.378257, 3.570858, -7.905161], [4.566749, 2.052402, -9.023080], [7.645666, 3.307595, -5.939613], [7.353902, 1.458028, -5.727791], [5.140665, -3.362659, -3.805445], [5.266839, -4.846900, -3.752457], [4.940139, -5.157923, -2.417011], [4.078191, -4.177930, -2.025435], [3.366472, -4.247164, -1.037238], [4.102530, -3.109973, -2.880039], [6.543123, -5.230799, -3.979137], [6.050782, -2.848209, -3.479229], [4.872911, -3.003342, -4.802738], [4.591174, -5.379287, -4.430366], [4.366711, 4.100978, 1.158130], [3.703004, 3.245957, 0.133371], [4.189767, 3.756352, -1.087055], [5.424772, 4.253166, -0.796174], [6.266726, 4.528304, -1.634793], [5.608324, 4.398534, 0.551658], [2.361829, 3.413811, 0.160506], [3.823477, 5.032596, 1.348853], [4.509496, 3.577543, 2.107351], [3.947306, 2.181133, 0.210741], [2.112404, -1.879641, 1.367930], [1.205873, -0.702168, 1.251914], [2.047836, 0.391421, 1.538345], [3.289201, -0.002395, 1.137605], [4.227316, 0.758676, 0.968549], [3.353178, -1.354614, 0.940411], [0.233362, -0.748003, 2.189881], [2.206863, -2.241781, 2.397163], [1.798086, -2.710887, 0.731042], [0.761032, -0.574271, 0.259301], [-3.305122, 0.627872, -1.338874], [-2.531968, 1.333369, -0.277645], [-1.364667, 0.554093, -0.147184], [-1.167652, 0.002008, -1.377249], [-0.120904, -0.509910, -1.737980], [-2.284531, 0.098726, -2.161278], [-3.195170, 1.307417, 0.900129], [-3.915019, -0.191861, -0.944601], [-3.951202, 1.305855, -1.903066], [-2.260381, 2.363896, -0.530177], [-7.409430, -1.634116, -3.187201], [-6.786748, -2.923971, -2.774599], [-5.696712, -2.523052, -1.975870], [-6.077220, -1.335299, -1.427121], [-5.524407, -0.813860, -0.472989], [-7.159802, -0.802516, -2.071819], [-6.305902, -3.592160, -3.846967], [-6.937665, -1.200999, -4.075591], [-8.482737, -1.730682, -3.371809], [-7.448073, -3.576311, -2.194408], [8.067251, -8.703803, -3.365267], [7.031064, -8.518143, -2.310019], [7.420316, -9.424288, -1.302911], [8.774565, -9.521695, -1.417777], [9.502298, -9.991035, -0.558711], [9.219543, -9.021794, -2.610910], [5.810715, -8.883256, -2.762900], [7.837457, -9.532394, -4.043516], [8.224166, -7.798539, -3.957942], [6.987772, -7.504772, -1.896832], [-7.224591, 2.033278, 2.481734], [-7.117551, 0.596744, 2.864627], [-8.456710, 0.156868, 2.871477], [-9.091385, 0.938715, 1.953559], [-10.185636, 0.684969, 1.478061], [-8.348317, 2.039137, 1.624322], [-6.620184, 0.466685, 4.114975], [-7.418676, 2.686827, 3.338818], [-6.332630, 2.392627, 1.961478], [-6.533710, -0.011740, 2.165773], [-5.690855, 6.552402, 5.694436], [-5.087909, 5.257958, 5.267156], [-5.938361, 4.824769, 4.229869], [-6.434780, 5.967398, 3.677928], [-6.985755, 6.019106, 2.590904], [-6.233031, 7.051106, 4.488081], [-5.138390, 4.349173, 6.266768], [-6.494195, 6.424014, 6.427613], [-4.948138, 7.241769, 6.104968], [-4.062624, 5.342695, 4.891488], [-4.501035, 1.939130, 10.176721], [-5.407565, 3.116602, 10.060705], [-4.565602, 4.210192, 10.347136], [-3.324236, 3.816376, 9.946397], [-2.386121, 4.577446, 9.777341], [-3.260260, 2.464157, 9.749202], [-6.380075, 3.070768, 10.998673], [-4.406575, 1.576989, 11.205955], [-4.815352, 1.107883, 9.539833], [-5.852407, 3.244500, 9.068093], [-3.491366, -6.008869, -3.785402], [-4.155072, -6.863890, -4.810160], [-3.668309, -6.353495, -6.030587], [-2.433305, -5.856681, -5.739706], [-1.591351, -5.581543, -6.578324], [-2.249752, -5.711314, -4.391874], [-5.496247, -6.696036, -4.783025], [-4.034600, -5.077252, -3.594678], [-3.348581, -6.532304, -2.836181], [-3.910771, -7.928714, -4.732791], [0.899109, -4.724428, 4.271002], [-0.230769, -5.661597, 4.529440], [-1.257469, -5.178505, 3.693144], [-0.614375, -4.597876, 2.641490], [-1.151413, -4.311629, 1.584363], [0.708990, -4.382117, 2.912832], [-0.648409, -5.571392, 5.812056], [0.846912, -3.818591, 4.884290], [1.873714, -5.195806, 4.423776], [-0.013737, -6.705812, 4.280377], [-2.629575, 10.686785, 7.050677], [-2.149024, 9.732415, 8.089881], [-3.339961, 9.207267, 8.630964], [-4.245061, 9.260225, 7.613781], [-5.301517, 8.650555, 7.605268], [-3.821024, 10.074494, 6.599567], [-1.485535, 10.382724, 9.071994], [-2.862039, 11.676026, 7.459030], [-1.914864, 10.804461, 6.231695], [-1.531214, 8.916900, 7.699030]],
  "forces_ev_per_angstrom": [[-0.5, -0.6, -1.6], [-1.3, 3.1, 1.6], [2.9, 7.1, -4.2], [-4.1, -10.8, 5.1], [0.2, 1.0, 0.9], [-5.8, -0.1, 5.8], [8.5, -1.1, -8.4], [7.8, 4.6, -5.2], [-1.9, -2.3, 5.4], [-6.0, -1.1, -0.6], [-2.6, -3.7, -2.1], [-1.0, 2.4, 4.5], [4.6, 0.6, -0.3], [0.3, -2.9, 1.3], [-3.2, 3.5, 3.0], [-2.0, -2.3, -4.4], [4.1, 2.8, -1.5], [1.6, 1.4, -1.1], [1.0, -2.3, 0.2], [0.5, 1.0, 2.3], [-1.9, -2.0, -0.3], [-1.3, 1.8, -0.7], [0.1, 1.0, -0.8], [0.4, -0.4, -0.1], [-0.6, 0.5, -0.2], [-2.0, 0.4, 2.7], [1.8, 0.2, -2.3], [-0.2, -0.9, 0.8], [0.3, -0.3, -0.1], [0.0, -0.3, 0.0], [-0.1, 0.0, 0.3], [0.2, -0.1, 0.0], [-0.1, 0.2, 1.2], [-0.5, -0.3, -0.3], [1.1, 0.5, 0.2], [1.9, 0.8, -2.1], [-1.8, -0.5, 1.9], [0.1, -0.1, -1.0], [-0.7, 0.0, 0.0], [-0.1, -0.1, -0.1], [0.2, 0.1, -0.2], [-0.3, 1.0, -0.2], [-0.3, -1.4, -0.1], [-1.0, -0.1, 0.0], [1.2, -0.1, -0.5], [1.6, 0.6, -0.2], [-1.5, -2.6, 1.0], [0.3, 1.6, 0.0], [-0.3, 0.1, 0.2], [-0.2, 0.2, -0.1], [0.3, 0.2, 0.0], [0.1, 0.0, 0.3], [-1.0, 0.0, -0.4], [-0.3, 0.3, 0.7], [0.1, 0.0, -1.0], [2.0, -1.4, -1.3], [-2.3, 1.1, 0.9], [1.5, -0.1, 0.4], [0.0, 0.2, 0.3], [0.6, 0.5, 0.1], [0.2, -0.1, -0.1], [0.0, 0.0, 0.2], [-1.0, 0.4, -0.8], [0.2, -0.7, -0.6], [-0.5, 0.8, 0.6], [0.7, 1.3, 1.9], [-1.8, -1.4, -1.8], [1.1, -0.3, 0.9], [0.0, -0.3, 0.0], [0.1, -0.3, 0.1], [0.2, 0.1, 0.2], [0.2, -0.1, -0.1], [0.3, 0.4, -1.2], [-0.8, 0.0, 0.0], [0.8, 0.4, -0.2], [2.2, -1.4, 2.2], [-1.8, 1.1, -2.2], [-0.2, -0.3, 1.0], [-0.3, 0.1, 0.0], [-0.2, 0.1, 0.2], [0.1, -0.1, 0.2], [-0.2, -0.1, 0.0], [0.8, 1.1, -0.1], [0.4, -0.4, 0.5], [-0.1, 0.4, -0.8], [-2.9, -0.2, -1.3], [2.6, 0.6, 1.1], [-0.7, -1.0, 0.1], [0.2, -0.2, 0.2], [0.1, -0.3, 0.0], [-0.3, 0.0, 0.0], [0.0, 0.0, 0.2], [0.4, 0.8, 0.8], [0.1, -0.5, 0.4], [0.1, 0.6, -0.3], [-1.7, 0.8, -2.7], [1.3, -0.2, 2.6], [-0.2, -0.9, -1.0], [0.2, -0.4, 0.2], [0.2, -0.2, 0.0], [-0.4, -0.2, -0.3], [-0.1, -0.2, 0.1], [0.0, -1.3, 0.0], [-0.7, 0.2, 0.4], [0.6, -0.4, -0.6], [2.7, 1.8, -0.4], [-2.2, -1.8, 0.4], [0.1, 1.1, 0.0], [-0.3, 0.1, 0.0], [-0.2, 0.2, 0.0], [0.2, 0.2, 0.0], [-0.1, 0.0, 0.2], [0.0, 0.2, 1.3], [-0.8, -0.1, -0.2], [0.7, -0.1, 0.4], [2.5, 1.0, -2.0], [-2.1, -0.6, 2.1], [0.0, -0.2, -1.1], [-0.3, -0.2, 0.0], [-0.1, -0.2, -0.2], [0.2, 0.1, -0.2], [-0.2, 0.1, -0.1], [1.2, 0.3, 0.4], [-0.4, -0.2, 0.7], [0.7, 0.0, -0.6], [-1.4, 1.0, -2.9], [1.4, -0.6, 2.6], [-1.0, -0.2, -0.4], [-0.1, -0.2, 0.2], [-0.2, -0.2, 0.1], [-0.1, 0.1, -0.2], [-0.1, 0.1, 0.2], [0.5, 0.9, -0.8], [0.6, 0.1, 0.7], [-0.4, -0.1, -1.0], [-2.6, -1.0, 0.1], [2.4, 1.6, 0.2], [-0.5, -0.9, 0.6], [0.2, -0.1, 0.1], [0.1, -0.2, 0.2], [-0.3, -0.1, 0.0], [0.0, 0.1, 0.2]]
}

no.,calculated total energy (hartree)
1,-6085.5862
2,-6727.4100